Entry 1:
{"formula": "C21H30Cl2HoN2O2", "method": "wB97M-V/def2-TZVPD", "total_charge": -1, "homo_ev": [-0.2, -1.1], "molar_mass_g_mol": 578.32, "multiplicity": 5, "orbital_gap_ev": [3.0, 3.8], "s_squared": 6.030, "elements": ["Ho", "Cl", "Cl", "O", "O", "N", "N", "C", "C", "C", "C", "C", "C", "C", "C", "C", "C", "C", "C", "C", "C", "C", "C", "C", "C", "C", "C", "C", "H", "H", "H", "H", "H", "H", "H", "H", "H", "H", "H", "H", "H", "H", "H", "H", "H", "H", "H", "H", "H", "H", "H", "H", "H", "H", "H", "H", "H", "H"], "xyz": [[0.5795, -0.0094, 0.9675], [-1.5499, 0.1352, 3.3808], [2.2894, -0.0582, -0.8118], [0.2623, -4.0945, -0.4410], [0.3534, 4.0684, -0.4880], [0.2133, 2.2052, 0.7285], [0.1405, -2.2129, 0.7497], [-1.6228, -1.2062, -3.2434], [-1.4802, 0.0054, -1.1605], [1.0683, -3.0575, 1.5384], [2.3292, -2.3037, 1.9170], [-1.4805, -1.2291, -1.8534], [1.3624, -4.1798, 0.5494], [-1.4928, 2.5726, -1.0554], [2.4264, 2.2478, 1.8492], [1.4845, 4.1313, 0.4728], [-0.3411, -2.9331, -0.2475], [0.4951, 3.5631, 2.7339], [-1.4701, 1.2476, -1.8407], [-1.8188, -2.4696, -4.0243], [0.2007, 0.0180, 3.3511], [0.3398, -3.5505, 2.7790], [-1.5255, -2.5620, -1.0815], [-1.6141, 1.2416, -3.2309], [-0.2764, 2.9280, -0.2628], [1.1809, 3.0326, 1.4840], [-1.8012, 2.5148, -3.9988], [-1.6669, 0.0214, -3.9229], [3.0225, -2.9775, 2.4360], [1.1921, 4.1643, 3.3319], [0.4899, -0.8803, 3.8836], [-0.9791, -3.1698, -3.9188], [-0.5325, -4.1564, 2.4981], [-1.7921, -0.0027, -0.1121], [-1.7974, 0.0266, -4.9982], [-1.8945, 2.2522, -5.0560], [-2.7335, -3.0024, -3.7214], [2.8162, -1.9094, 1.0130], [-1.9152, -2.1933, -5.0776], [-2.7152, 3.0477, -3.6941], [2.3998, 3.9210, -0.1009], [-0.3636, 4.1932, 2.4636], [3.1436, 2.9046, 2.3576], [2.0874, -1.4655, 2.5977], [2.3006, -4.0095, -0.0009], [-0.0162, -2.7032, 3.3729], [-1.6625, 3.4198, -1.7310], [1.5301, 5.1425, 0.8939], [2.8917, 1.8380, 0.9412], [0.6132, 0.8806, 3.8614], [-1.6678, -3.3992, -1.7752], [-0.9598, 3.2108, -3.8814], [1.0048, -4.1638, 3.4002], [-2.3862, -2.5979, -0.3751], [2.1730, 1.4177, 2.5361], [-2.3250, 2.5972, -0.3154], [1.3639, -5.1856, 0.9864], [0.1265, 2.7338, 3.3460]], "forces_ev_per_angstrom": [[-1.02, 0.03, -0.21], [-1.30, 0.09, -0.02], [1.69, -0.05, -1.39], [0.59, -1.19, 0.33], [0.67, 1.22, 0.33], [-1.65, 2.66, -1.38], [-1.70, -2.66, -1.40], [0.29, -0.49, 1.36], [0.36, -0.01, 1.62], [-0.19, 0.03, -0.45], [0.38, 0.22, 0.01], [-0.27, -0.73, -0.90], [-0.16, -0.15, -0.81], [-0.19, 0.06, -0.45], [0.38, -0.23, -0.01], [-0.21, 0.14, -0.84], [1.11, 2.28, 2.16], [-0.30, 0.23, 0.18], [-0.27, 0.75, -0.92], [0.10, -0.20, -0.34], [1.46, -0.11, 0.58], [-0.30, -0.21, 0.18], [-0.16, -0.05, -0.50], [0.30, 0.44, 1.35], [1.09, -2.30, 2.15], [-0.19, -0.03, -0.40], [0.11, 0.20, -0.33], [-0.28, 0.01, -0.13], [-0.07, 0.15, -0.03], [-0.07, -0.07, -0.08], [-0.07, -0.04, 0.55], [-0.14, 0.12, -0.08], [0.16, 0.11, 0.05], [-0.08, 0.02, 0.18], [-0.01, 0.00, -0.05], [0.00, 0.27, 0.01], [0.16, 0.12, -0.11], [-0.05, -0.08, 0.28], [0.00, -0.28, 0.01], [0.15, -0.12, -0.10], [-0.30, 0.06, 0.11], [0.15, -0.12, 0.05], [-0.08, -0.15, -0.02], [0.17, -0.40, -0.20], [-0.32, -0.04, 0.10], [0.05, -0.18, -0.14], [-0.01, -0.28, 0.09], [-0.15, -0.21, -0.17], [-0.05, 0.06, 0.28], [-0.08, 0.08, 0.57], [-0.02, 0.26, 0.10], [-0.14, -0.12, -0.08], [-0.06, 0.06, -0.08], [0.22, 0.27, -0.23], [0.18, 0.41, -0.21], [0.21, -0.27, -0.25], [-0.14, 0.22, -0.18], [0.05, 0.19, -0.14]]}



Entry 2:
{"formula": "C9H11NO2", "method": "wB97M-V/def2-TZVPD", "smiles": "CN(C)c1cccc(C(=O)O)c1", "homo_ev": -7.9, "molar_mass_g_mol": 165.19, "orbital_gap_ev": 8.5, "elements": ["O", "O", "N", "C", "C", "C", "C", "C", "C", "C", "C", "C", "H", "H", "H", "H", "H", "H", "H", "H", "H", "H", "H"], "xyz": [[-0.4748, -4.0757, -0.9196], [-0.7421, -3.3560, 1.1732], [-0.1449, 1.6955, 0.7345], [-0.0399, 0.6388, -0.0928], [-0.5108, -3.1532, -0.1564], [0.5763, 2.9004, 0.2958], [0.0215, -1.5676, -1.9351], [0.3552, -0.2673, -2.3890], [-0.2969, -0.7101, 0.3209], [0.2652, 0.7603, -1.4732], [-0.1997, 1.4130, 2.1452], [-0.3519, -1.7618, -0.5942], [-1.2263, 0.9178, 2.3033], [0.8292, -0.1787, -3.3559], [0.1979, -2.4926, -2.4944], [-0.0969, 2.3543, 2.7011], [-0.8981, -4.2841, 1.2254], [0.5324, 1.7121, -1.8783], [0.6028, 0.6972, 2.3727], [0.0079, 3.3270, -0.5130], [0.4569, 3.6461, 1.1266], [-0.5432, -1.0230, 1.3834], [1.6802, 2.8075, 0.0198]], "forces_ev_per_angstrom": [[0.03, -0.76, -0.23], [0.29, 1.59, -0.62], [1.26, 1.65, -0.16], [-0.69, -3.18, -1.61], [-0.48, -0.11, 0.38], [-0.05, 0.78, 1.37], [0.39, 0.10, 0.10], [-0.29, -2.39, 1.49], [-0.85, 0.13, 1.33], [0.37, 0.74, -0.05], [-1.29, -0.73, -0.15], [1.21, 1.30, -0.50], [1.57, 0.74, 0.39], [-0.35, 0.44, -0.12], [-0.29, 0.64, -0.19], [-0.16, -0.53, -0.03], [-0.18, -1.39, 0.30], [0.08, 0.64, 0.10], [-0.19, 0.16, 0.58], [0.15, 0.21, -0.62], [0.42, -0.63, -0.73], [0.41, 0.86, -1.42], [-1.38, -0.25, 0.39]]}



Entry 3:
{"formula": "C30H30N5O2SSc", "method": "wB97M-V/def2-TZVPD", "homo_ev": [-6.2, -6.2], "molar_mass_g_mol": 569.63, "orbital_gap_ev": [5.5, 5.5], "elements": ["Sc", "S", "O", "O", "N", "N", "N", "N", "N", "C", "C", "C", "C", "C", "C", "C", "C", "C", "C", "C", "C", "C", "C", "C", "C", "C", "C", "C", "C", "C", "C", "C", "C", "C", "C", "C", "C", "C", "C", "H", "H", "H", "H", "H", "H", "H", "H", "H", "H", "H", "H", "H", "H", "H", "H", "H", "H", "H", "H", "H", "H", "H", "H", "H", "H", "H", "H", "H", "H"], "xyz": [[-19.2310, -9.9453, 5.4309], [-18.0660, -6.6774, 1.9938], [-18.0594, -8.5094, 4.5987], [-19.6700, -7.9720, 5.9722], [-19.4715, -10.7652, 3.1831], [-13.5411, -6.0954, 3.4976], [-14.1598, -8.1523, 2.9473], [-18.0525, -10.5486, 7.4662], [-19.1513, -12.0677, 5.6404], [-19.9869, -9.8456, 2.1265], [-14.4450, -6.8842, 2.8515], [-18.9759, -5.2631, 5.7073], [-18.4911, -3.4028, 4.1900], [-18.7738, -6.1661, 4.6610], [-21.5148, -12.1568, 2.7895], [-11.5462, -6.7159, 5.0091], [-20.3655, -11.8805, 3.5008], [-18.0699, -11.1991, 2.8072], [-21.8904, -14.0643, 4.1751], [-16.7217, -14.4671, 6.9052], [-20.0298, -12.6342, 4.6991], [-11.2213, -9.1394, 5.0716], [-18.4256, -4.2994, 3.1513], [-18.4283, -5.6905, 3.3117], [-12.3271, -9.3610, 4.2159], [-12.5640, -6.9168, 4.1131], [-19.2375, -10.5287, 8.3640], [-18.7725, -3.9124, 5.4907], [-22.2167, -13.3022, 3.0984], [-17.5618, -11.8852, 7.3970], [-17.0782, -9.5111, 7.8562], [-18.8297, -7.6140, 5.0660], [-16.4399, -12.3705, 8.1096], [-13.0050, -8.2238, 3.7789], [-10.8214, -7.8556, 5.4250], [-17.8392, -14.0286, 6.2197], [-20.7426, -13.8015, 4.9419], [-16.0542, -13.7004, 7.8591], [-18.2312, -12.7026, 6.4237], [-18.9295, -10.8827, 9.3543], [-22.4302, -14.9725, 4.4566], [-10.7300, -10.0484, 5.3824], [-19.6445, -9.5036, 8.4290], [-13.5809, -5.0584, 3.5896], [-12.7405, -10.3203, 3.9216], [-21.9140, -11.4930, 1.9866], [-16.3152, -15.5036, 6.7864], [-19.9947, -11.2598, 7.9946], [-11.2550, -5.7269, 5.3407], [-15.7977, -11.8334, 8.8143], [-15.3943, -6.4781, 2.4144], [-17.7029, -8.5783, 7.9564], [-20.0884, -10.4118, 1.1983], [-20.9369, -9.3597, 2.4141], [-23.0873, -13.6091, 2.5147], [-20.5540, -14.2243, 5.9363], [-18.3025, -2.3373, 4.0124], [-16.2826, -9.4061, 7.1053], [-16.5752, -9.7046, 8.8519], [-18.1618, -11.9297, 1.9870], [-19.2462, -5.6241, 6.6841], [-19.3137, -9.0333, 1.9955], [-18.3800, -14.6685, 5.5471], [-9.8867, -7.7230, 6.0346], [-17.6534, -11.7425, 3.6546], [-15.2003, -14.1373, 8.4299], [-18.2535, -3.8876, 2.1502], [-18.6953, -3.1931, 6.3616], [-17.5220, -10.3325, 2.5035]], "forces_ev_per_angstrom": [[0.70, -0.81, -0.41], [0.06, -0.61, -0.64], [0.26, -0.88, -0.16], [-0.66, -0.96, 0.52], [-0.25, 0.78, 0.71], [1.12, 1.80, 0.96], [0.51, -0.16, 0.74], [-0.50, 0.97, -0.31], [-0.82, 1.71, -1.06], [-0.65, -0.67, 0.60], [-0.57, -0.32, 0.11], [0.13, 0.81, -0.54], [-0.28, -0.92, 0.97], [0.33, -0.97, -0.94], [0.05, 0.65, -0.94], [1.22, -0.31, 0.17], [1.14, 0.33, 0.97], [-1.65, -1.10, 0.10], [1.33, -1.78, 1.16], [0.85, -1.56, 0.82], [-0.09, 0.00, -0.62], [-1.14, -0.84, -1.21], [0.43, 1.39, -0.56], [-0.54, -1.00, 1.77], [0.02, 1.26, 0.54], [-2.24, -0.54, -0.57], [-0.21, -0.23, 0.08], [0.55, 1.67, 0.91], [-1.52, -0.34, -0.43], [1.20, -1.29, -0.50], [-0.24, 0.64, 0.99], [0.36, 3.01, -0.76], [-0.62, -0.80, -0.69], [-0.44, 0.25, -1.20], [0.60, 0.69, 0.54], [0.56, 0.44, 0.69], [-0.71, 1.23, 0.69], [0.42, 0.24, 0.25], [0.54, -0.16, 0.33], [-0.14, 0.24, 0.04], [-0.17, 0.41, -0.34], [0.49, 0.22, 0.34], [0.06, -0.47, -0.02], [-0.06, -1.55, -0.20], [0.41, -0.08, 0.19], [0.77, -0.70, 0.66], [-0.68, 0.96, -0.17], [0.45, 0.62, 0.13], [0.06, -0.03, -0.04], [-0.70, 0.27, -0.30], [1.10, -0.41, 0.19], [1.06, -0.66, -0.19], [-0.17, 0.16, -0.11], [0.21, -0.59, -0.06], [0.20, 0.38, 0.11], [-0.24, -0.45, -0.65], [-0.25, -0.46, 0.17], [-0.43, 0.02, 0.11], [-0.70, 0.07, -0.92], [0.16, 0.33, 0.05], [0.05, -0.09, 0.22], [0.89, 0.60, -0.09], [0.08, -0.05, -0.29], [-1.22, -0.10, -0.52], [0.31, 0.24, -0.02], [-0.79, 0.46, -0.69], [0.00, -0.44, 0.28], [-0.46, -1.01, -1.04], [0.48, 0.46, 0.04]]}



Entry 4:
{"formula": "C20H31N5O4", "method": "wB97M-V/def2-TZVPD", "smiles": "CC(C)Cn1[nH]c(CC(=O)N2CC(CN(C)C(=O)CC(=O)NC3CC3)C2)cc1=O", "homo_ev": -8.6, "molar_mass_g_mol": 405.50, "orbital_gap_ev": 9.0, "elements": ["O", "O", "O", "O", "N", "N", "N", "N", "N", "C", "C", "C", "C", "C", "C", "C", "C", "C", "C", "C", "C", "C", "C", "C", "C", "C", "C", "C", "C", "H", "H", "H", "H", "H", "H", "H", "H", "H", "H", "H", "H", "H", "H", "H", "H", "H", "H", "H", "H", "H", "H", "H", "H", "H", "H", "H", "H", "H", "H", "H"], "xyz": [[-0.9341, 3.1636, -2.3851], [-2.7248, -2.6997, -7.5894], [-0.6393, -1.2580, -4.2490], [2.6148, -0.1933, 1.1010], [-2.8146, -1.2500, -5.8529], [1.0954, -2.6025, -4.7211], [-1.6396, 1.3020, 0.4191], [1.7004, -1.3743, -0.5816], [-1.8708, 2.4021, -0.4232], [1.6273, -0.5966, 0.5148], [-0.8860, 2.4341, -1.4117], [0.2123, -0.2527, 0.9521], [1.7252, -3.7138, -5.4096], [-0.9525, -2.8541, -6.0365], [-3.8079, 0.4614, -1.6821], [-5.3059, 2.4391, -2.0951], [-0.1746, -2.1675, -4.9298], [1.9337, -1.8826, -3.7693], [-4.0314, -0.6355, -6.2867], [-2.2476, -2.2354, -6.5685], [-4.4018, 0.6712, -5.6672], [0.7188, -2.0149, -1.4603], [1.9015, -2.4569, -2.3646], [-3.9832, 0.6152, -7.1137], [-0.3834, 0.8193, 0.0957], [-3.2520, 2.7461, -0.7334], [-3.8693, 1.9690, -1.8960], [2.8629, -1.7598, -1.3673], [0.0914, 1.4285, -1.0069], [0.0212, -1.3297, -1.9405], [1.6206, -0.8381, -3.7556], [-3.2714, 3.8135, -0.9533], [-1.2155, -3.8637, -5.7077], [-5.3550, 3.5166, -2.2625], [-3.8352, 2.5879, 0.1782], [-3.6930, 1.1013, -4.9717], [-4.8168, -1.3433, -6.5132], [-5.7579, 1.9462, -2.9570], [2.0307, -3.5391, -2.3966], [-2.3038, -0.9084, -5.0479], [-5.9177, 2.2045, -1.2193], [-5.4402, 0.8511, -5.4273], [0.2657, 0.0759, 1.9909], [-2.7796, 0.0981, -1.6371], [-4.7367, 0.7424, -7.8776], [-1.7917, 1.5262, 1.3956], [2.9596, -1.9194, -4.1465], [-3.2923, 2.2215, -2.7896], [3.4069, -0.9024, -1.7729], [-4.3080, -0.0565, -2.5021], [3.5635, -2.4087, -0.8414], [-0.4252, -1.1409, 0.9118], [2.2802, -4.3166, -4.6892], [-0.3231, -2.9852, -6.9164], [2.4245, -3.3630, -6.1733], [0.9886, -4.3582, -5.8767], [0.1695, -2.8286, -0.9825], [-4.3070, 0.1759, -0.7518], [-3.0039, 1.0014, -7.3594], [1.0060, 1.2193, -1.5338]], "forces_ev_per_angstrom": [[0.00, -0.01, -0.04], [0.00, 0.02, -0.02], [-0.01, 0.00, 0.01], [0.02, 0.07, -0.04], [0.01, 0.05, -0.08], [-0.06, 0.04, 0.09], [-0.06, 0.00, -0.05], [-0.04, -0.03, 0.03], [-0.03, -0.09, -0.09], [-0.02, -0.09, 0.01], [0.00, 0.04, 0.09], [0.03, -0.03, 0.02], [-0.01, -0.01, -0.01], [0.00, 0.02, -0.07], [0.02, -0.03, -0.01], [-0.01, 0.00, -0.01], [0.08, 0.02, -0.05], [0.04, 0.04, 0.01], [-0.02, -0.01, 0.01], [-0.02, -0.08, 0.09], [0.01, 0.03, 0.02], [-0.02, 0.06, -0.07], [0.00, -0.09, 0.00], [0.00, -0.02, -0.02], [0.08, 0.01, -0.02], [0.00, 0.03, 0.07], [0.00, 0.00, 0.00], [0.01, 0.02, 0.00], [-0.04, 0.00, 0.03], [-0.01, 0.03, 0.01], [0.00, 0.00, 0.02], [0.02, 0.00, -0.02], [-0.02, 0.01, 0.01], [0.00, 0.00, 0.00], [0.00, 0.01, 0.00], [0.00, 0.03, 0.03], [-0.01, 0.00, 0.01], [0.00, 0.00, 0.01], [0.02, 0.01, 0.00], [-0.02, -0.02, 0.05], [0.00, 0.00, 0.00], [0.00, -0.01, -0.01], [0.01, 0.01, -0.01], [0.00, 0.01, 0.00], [0.00, 0.00, 0.00], [0.03, 0.01, 0.01], [-0.01, 0.00, -0.02], [0.00, 0.00, 0.01], [0.02, -0.01, 0.00], [0.00, -0.02, -0.03], [0.00, 0.01, 0.01], [-0.02, 0.03, 0.00], [0.00, 0.01, 0.00], [0.00, 0.00, 0.01], [-0.01, 0.00, -0.01], [0.02, -0.02, 0.01], [0.02, -0.02, 0.00], [0.00, 0.00, 0.00], [0.00, 0.00, 0.00], [0.01, -0.01, 0.00]]}



Entry 5:
{"formula": "C3H10O2S", "method": "wB97M-V/def2-TZVPD", "smiles": "OCCCS.O", "homo_ev": -9.0, "molar_mass_g_mol": 110.18, "orbital_gap_ev": 9.7, "elements": ["S", "O", "O", "C", "C", "C", "H", "H", "H", "H", "H", "H", "H", "H", "H", "H"], "xyz": [[-4.8153, -1.9323, 0.1675], [0.0000, 0.0000, 0.0000], [3.3902, 0.7684, -0.5674], [-1.1464, -0.2969, -0.7781], [-2.3039, -0.7667, 0.1384], [-3.4979, -1.1655, -0.7289], [-3.0398, -1.8785, -1.4410], [0.8163, 0.1764, -0.5128], [4.2698, 1.1147, -0.2942], [-1.9663, -1.5935, 0.7926], [-3.8032, -0.2680, -1.3006], [-0.8999, -1.1526, -1.4358], [-1.4112, 0.5605, -1.4263], [3.1493, 0.1220, 0.1343], [-2.5862, 0.0833, 0.7890], [-5.1359, -0.8544, 0.9144]], "forces_ev_per_angstrom": [[-0.69, -0.15, 0.28], [0.63, 0.28, 0.45], [0.54, -0.37, 0.97], [0.33, -0.81, -0.32], [0.51, 1.09, 0.22], [1.74, 0.61, -0.64], [-0.90, 0.02, 0.10], [-1.09, -0.11, 0.00], [-0.97, -0.38, -0.27], [-0.14, 0.36, -0.44], [-0.17, -0.60, 0.18], [-0.17, 0.29, -0.04], [-0.18, -0.29, 0.36], [0.37, 0.68, -0.65], [0.12, -0.41, -0.09], [0.08, -0.21, -0.13]]}



Entry 6:
{"formula": "C4H12N2S", "method": "wB97M-V/def2-TZVPD", "smiles": "CNC[C@@H](N)CS", "homo_ev": -8.7, "molar_mass_g_mol": 120.22, "orbital_gap_ev": 9.5, "elements": ["S", "N", "N", "C", "C", "C", "C", "H", "H", "H", "H", "H", "H", "H", "H", "H", "H", "H", "H"], "xyz": [[1.3576, -2.6024, -0.3029], [0.2745, 0.2614, -1.7225], [-1.5668, 1.9905, 0.2750], [-0.4209, 1.1044, 0.4654], [-0.1559, -0.1987, -0.4235], [0.7264, -1.0064, 0.4590], [-1.7064, 2.9326, 1.3769], [-2.4097, 1.3125, 0.2253], [0.0698, -1.3415, 1.3128], [1.6518, -0.4786, 0.7619], [0.4705, 1.7284, 0.2424], [-2.2323, 3.8487, 1.0336], [-0.7657, 3.2771, 1.8099], [-2.5013, 2.5131, 2.1035], [-1.1996, -0.6499, -0.3932], [0.0705, -0.3055, -2.5421], [2.4690, -2.0726, -0.7982], [1.2994, 0.2260, -1.5706], [-0.2575, 0.8261, 1.5269]], "forces_ev_per_angstrom": [[-0.57, 0.51, 0.36], [1.70, -0.37, 0.39], [-1.19, -2.75, -0.78], [2.17, 0.53, 0.12], [-4.11, 2.10, 1.11], [0.56, -2.02, 0.26], [-2.85, 0.11, 0.37], [1.50, 1.91, 0.21], [1.22, 0.44, -0.58], [-0.74, -0.08, 0.22], [-0.20, -0.16, 0.12], [0.48, -0.35, -0.15], [-0.10, -0.55, 0.12], [1.79, 0.60, -0.22], [1.22, -0.04, -0.79], [-0.08, -0.31, 0.58], [0.26, 0.05, -0.18], [-0.57, 0.42, -1.05], [-0.50, -0.04, -0.13]]}